Record 1
14
Properties=species:S:1:pos:R:3 method="wB97M-V/def2-TZVPD" spin_multiplicity=1 e_lumo_ev=1.22 homo_ha=-0.3061 homo_lumo_gap_ev=9.55 relative_energy_kcal_mol=85.9
C -0.88 0.95 -1.32
C -0.07 0.89 -0.08
C -0.54 0.27 1.32
C 0.48 -0.46 0.50
C 0.79 -1.84 -0.05
C 1.74 -1.23 0.65
H -1.41 0.02 -1.63
H -0.38 1.25 -2.23
H -1.67 1.66 -1.30
H 0.42 1.80 -0.02
H -0.22 0.77 2.22
H -1.46 -0.32 1.35
H 0.62 -2.69 -0.63
H 2.59 -1.07 1.22

Record 2
14
Properties=species:S:1:pos:R:3 method="wB97M-V/def2-TZVPD" spin_multiplicity=1 e_lumo_ev=1.12 homo_ha=-0.3038 homo_lumo_gap_ev=9.39 relative_energy_kcal_mol=10.2
C 2.01 -0.11 -0.01
C 0.51 -0.16 -0.02
C -0.35 -1.20 -0.06
C -1.73 -0.78 0.01
C -1.78 0.53 -0.03
C -0.33 1.07 -0.03
H 2.31 0.93 -0.23
H 2.38 -0.84 -0.81
H 2.42 -0.32 1.03
H 0.02 -2.23 0.05
H -2.55 -1.51 0.00
H -2.59 1.19 -0.09
H -0.27 1.54 1.00
H -0.05 1.87 -0.80

Record 3
14
Properties=species:S:1:pos:R:3 method="wB97M-V/def2-TZVPD" spin_multiplicity=1 e_lumo_ev=0.71 homo_ha=-0.2944 homo_lumo_gap_ev=8.72 relative_energy_kcal_mol=36.4
C 1.93 -0.07 -0.27
C 0.51 -0.04 0.36
C -0.43 1.24 0.12
C -1.75 0.67 -0.03
C -1.76 -0.70 -0.19
C -0.51 -1.11 0.12
H 2.05 -0.70 -1.19
H 2.13 0.89 -0.67
H 2.56 -0.35 0.57
H 0.76 0.10 1.42
H -0.01 2.17 -0.03
H -2.55 1.32 -0.31
H -2.65 -1.34 -0.37
H -0.27 -2.07 0.47

Record 4
14
Properties=species:S:1:pos:R:3 method="wB97M-V/def2-TZVPD" spin_multiplicity=1 e_lumo_ev=1.13 homo_ha=-0.3292 homo_lumo_gap_ev=10.09 relative_energy_kcal_mol=37.4
C -1.62 1.31 -2.23
C -0.83 0.73 -1.14
C -0.22 0.30 -0.19
C 0.32 -0.09 1.10
C 0.55 -1.53 1.48
C 1.72 -0.60 1.35
H -2.61 1.59 -1.85
H -1.76 0.61 -3.06
H -1.15 2.22 -2.62
H -0.07 0.54 1.91
H 0.23 -1.84 2.47
H 0.42 -2.28 0.71
H 2.20 -0.24 2.26
H 2.39 -0.73 0.51

Record 5
14
Properties=species:S:1:pos:R:3 method="wB97M-V/def2-TZVPD" spin_multiplicity=1 e_lumo_ev="-0.47 / -0.43" homo_ha="-0.2741 / -0.2842" homo_lumo_gap_ev="6.99 / 7.30" relative_energy_kcal_mol=101.0
C -1.43 -1.94 0.77
C -1.47 -0.65 0.02
C -0.34 0.19 -0.18
C -0.27 1.51 -0.55
C 1.22 0.20 -0.07
C 1.19 1.55 -0.84
H -1.67 -1.67 1.82
H -0.51 -2.53 0.80
H -2.26 -2.60 0.47
H -0.94 2.34 -0.34
H 1.52 0.40 0.96
H 1.77 -0.64 -0.49
H 1.77 2.40 -0.46
H 1.43 1.43 -1.91

Record 6
14
Properties=species:S:1:pos:R:3 method="wB97M-V/def2-TZVPD" spin_multiplicity=1 e_lumo_ev=1.11 homo_ha=-0.3189 homo_lumo_gap_ev=9.79 relative_energy_kcal_mol=25.7
C 1.96 -0.54 -0.39
C 0.70 -0.10 -0.16
C 0.16 1.21 0.25
C -1.33 1.09 0.25
C -1.68 -0.20 0.10
C -0.42 -1.11 -0.14
H 2.85 0.10 -0.38
H 2.25 -1.56 -0.91
H 0.56 1.98 -0.38
H 0.34 1.50 1.30
H -2.08 1.88 0.34
H -2.63 -0.64 0.33
H -0.43 -1.93 -1.00
H -0.26 -1.67 0.79

Record 7
14
Properties=species:S:1:pos:R:3 method="wB97M-V/def2-TZVPD" spin_multiplicity=1 e_lumo_ev=1.14 homo_ha=-0.3290 homo_lumo_gap_ev=10.09 relative_energy_kcal_mol=36.6
C 2.94 0.64 -0.49
C 1.54 0.29 -0.23
C 0.42 -0.02 0.08
C -0.86 -0.42 0.63
C -2.12 0.36 0.37
C -1.96 -1.01 -0.21
H 3.45 0.82 0.46
H 3.04 1.55 -1.10
H 3.47 -0.17 -1.01
H -0.76 -0.84 1.63
H -2.79 0.49 1.22
H -2.05 1.21 -0.30
H -2.52 -1.82 0.23
H -1.79 -1.09 -1.28

Record 8
14
Properties=species:S:1:pos:R:3 method="wB97M-V/def2-TZVPD" spin_multiplicity=2 e_lumo_ev="-6.87 / -6.48" s_squared=1.0951 homo_ha="-0.5156 / -0.5092" homo_lumo_gap_ev="7.16 / 7.38" charge=+1 relative_energy_kcal_mol=97.2
C -0.76 -1.46 0.51
C -0.94 -0.50 1.47
C -0.89 0.18 -1.42
C -0.22 -0.43 -0.30
C 1.13 0.02 0.25
C 1.69 1.04 -0.39
H -1.34 -2.17 0.00
H -1.57 0.36 1.41
H -0.38 -0.40 2.41
H -1.95 0.19 -1.56
H -0.19 0.56 -2.12
H 1.67 -0.58 1.01
H 2.75 1.29 -0.49
H 1.02 1.89 -0.77

Record 9
18
Properties=species:S:1:pos:R:3 method="wB97M-V/def2-TZVPD" spin_multiplicity=1 e_lumo_ev=0.54 homo_ha=-0.3038 homo_lumo_gap_ev=8.80 relative_energy_kcal_mol=92.1
H 2.10 0.54 -3.73
B 1.58 0.28 -2.74
N 0.93 -0.07 -1.76
C 0.18 -0.53 -0.83
C 0.57 -1.64 -0.04
C -0.10 -1.89 1.09
C -1.18 -1.12 1.56
C -1.58 -0.05 0.78
O -2.70 0.62 1.09
C -0.87 0.26 -0.36
H 1.42 -2.18 -0.30
H 0.16 -2.78 1.72
H -1.54 -1.26 2.59
H -2.80 1.22 0.36
H -1.09 1.26 -0.81
O 1.39 2.64 0.30
H 1.73 1.69 0.01
H 1.80 3.02 1.04

Record 10
21
Properties=species:S:1:pos:R:3 method="wB97M-V/def2-TZVPD" spin_multiplicity=1 e_lumo_ev=0.52 homo_ha=-0.3105 homo_lumo_gap_ev=8.97 relative_energy_kcal_mol=18.4
C 2.61 -0.57 -0.24
C 1.33 -2.59 -0.51
C 3.85 0.00 -0.07
C 0.27 -0.30 -0.48
C -0.74 0.34 -1.38
C 0.08 1.09 1.52
N 2.49 -1.96 -0.24
N 0.22 -1.73 -0.73
O 1.52 0.23 -0.65
O 1.26 -3.78 -0.39
O -0.06 -0.21 0.89
Br 5.39 -0.93 0.33
Br 3.91 1.85 -0.22
H -1.77 0.22 -0.90
H -0.66 0.05 -2.42
H -0.71 1.41 -1.21
H -0.80 1.58 1.61
H 0.94 1.61 1.12
H 0.24 0.77 2.54
H 3.42 -2.36 0.06
H -0.68 -2.17 -0.68

Record 11
19
Properties=species:S:1:pos:R:3 method="wB97M-V/def2-TZVPD" spin_multiplicity=1 e_lumo_ev=-1.75 homo_ha=-0.3553 homo_lumo_gap_ev=7.92 relative_energy_kcal_mol=33.6
C 0.37 2.09 1.06
C -0.45 0.31 -0.28
C 0.98 -0.19 -0.27
C -1.30 -0.36 0.79
C -1.04 0.08 -1.68
C 1.34 -1.50 0.32
O 0.17 3.16 1.54
O -0.41 1.70 -0.06
O 1.21 1.21 1.44
Br 2.15 0.63 -1.42
Br 3.25 -1.83 0.37
H -1.46 -1.42 0.57
H -2.27 0.14 0.82
H -0.84 -0.25 1.77
H -0.96 -0.97 -1.96
H -0.53 0.70 -2.41
H -2.09 0.37 -1.66
H 0.90 -2.30 -0.28
H 0.97 -1.58 1.34

Record 12
19
Properties=species:S:1:pos:R:3 method="wB97M-V/def2-TZVPD" spin_multiplicity=1 e_lumo_ev="-5.04 / -6.47" homo_ha="-0.4620 / -0.4473" homo_lumo_gap_ev="7.53 / 5.70" charge=+1
C 1.07 0.37 2.80
C -0.15 -0.01 2.17
C 2.15 1.00 2.44
C -1.69 0.10 -1.62
C 0.61 -0.85 -2.13
C -0.19 0.28 -1.45
N -0.43 0.02 0.85
N 0.30 0.36 -0.12
Br 1.19 -0.07 4.75
Br -1.58 -0.65 3.22
Br 3.77 1.67 2.34
H -2.24 0.89 -1.11
H -2.04 -0.87 -1.29
H -1.92 0.18 -2.68
H 1.68 -0.70 -1.98
H 0.41 -0.84 -3.20
H 0.32 -1.81 -1.72
H 0.14 1.22 -1.91
H -1.40 -0.30 0.64

Record 13
19
Properties=species:S:1:pos:R:3 method="wB97M-V/def2-TZVPD" spin_multiplicity=1 e_lumo_ev="-1.30 / -1.29" homo_ha="-0.3320 / -0.3320" homo_lumo_gap_ev="7.74 / 7.75" relative_energy_kcal_mol=141.9
C 0.90 1.84 0.02
C 0.03 0.85 0.03
C 2.88 0.47 -0.16
C -1.41 -0.94 -0.85
C -1.89 0.13 1.40
C -1.28 0.35 -0.09
N 2.39 1.58 0.04
O 2.06 -2.14 0.29
O 1.76 -1.22 -2.03
S 1.75 -1.00 -0.57
Br 4.62 -0.03 -0.16
H 0.66 2.85 0.47
H -1.00 -1.81 -0.26
H -0.82 -0.95 -1.73
H -2.46 -1.23 -0.98
H -2.49 -0.66 1.27
H -2.44 1.05 1.76
H -1.23 -0.26 2.10
H -2.04 1.13 -0.55

Record 14
16
Properties=species:S:1:pos:R:3 method="wB97M-V/def2-TZVPD" spin_multiplicity=1 e_lumo_ev=0.80 homo_ha=-0.3694 homo_lumo_gap_ev=10.85 relative_energy_kcal_mol=15.4
C 2.70 -0.09 0.70
C 1.49 0.45 0.65
C 0.52 0.41 -0.48
Cl 1.25 -0.47 -1.85
Cl 0.20 2.10 -0.99
C -0.68 -0.38 -0.01
C -1.98 0.15 0.39
C -1.85 -0.54 -0.89
H 3.13 -0.76 -0.05
H 3.27 0.12 1.59
H 1.14 0.94 1.62
H -0.50 -1.34 0.47
H -2.12 1.20 0.38
H -2.49 -0.34 1.20
H -1.86 0.09 -1.77
H -2.23 -1.55 -0.96

Record 15
24
Properties=species:S:1:pos:R:3 method="wB97M-V/def2-TZVPD" spin_multiplicity=6 e_lumo_ev="-15.81 / -18.89" s_squared=8.7935 homo_ha="-0.7732 / -0.8832" homo_lumo_gap_ev="5.23 / 5.14" charge=+4
Rh 0.50 1.25 -4.84
Yb -0.03 0.80 -1.37
Cl 2.51 0.76 -3.69
Cl -0.88 -0.56 -3.29
C -2.26 0.63 -0.62
C 1.34 2.78 -5.36
C -1.09 1.71 -5.58
O -3.38 0.44 -0.39
O 1.96 3.74 -5.58
O -2.12 1.99 -6.06
C -1.42 -0.60 2.79
N -0.38 0.06 2.00
C 0.79 -0.48 1.61
S 1.81 0.28 0.43
N 1.15 -1.68 2.14
C 1.26 -1.89 3.60
H -1.20 -1.67 2.88
H -2.39 -0.46 2.28
H -1.48 -0.13 3.79
H -0.52 1.03 1.70
H 1.94 -2.10 1.64
H 0.84 -2.87 3.85
H 2.31 -1.88 3.90
H 0.72 -1.12 4.16

Record 16
17
Properties=species:S:1:pos:R:3 method="wB97M-V/def2-TZVPD" spin_multiplicity=1 e_lumo_ev=0.30 homo_ha=-0.3338 homo_lumo_gap_ev=9.38 relative_energy_kcal_mol=54.9
C 2.18 1.47 0.09
C 1.50 0.59 0.75
C -0.08 -0.01 0.19
C -1.96 0.15 0.59
C -0.02 0.37 -1.31
C 0.15 -1.52 0.46
O 2.79 2.19 -0.55
Cl -2.81 -0.95 -0.37
Cl -2.39 1.91 0.28
H -2.04 -0.17 1.72
H 1.66 0.19 1.70
H 0.93 -0.04 -1.65
H 0.04 1.49 -1.27
H -0.74 0.07 -2.02
H 1.16 -1.76 -0.14
H -0.57 -2.16 0.04
H 0.19 -1.81 1.48

Record 17
23
Properties=species:S:1:pos:R:3 method="wB97M-V/def2-TZVPD" spin_multiplicity=1 e_lumo_ev=3.24 homo_ha=-0.2111 homo_lumo_gap_ev=8.98 charge=-1
N 2.00 2.39 0.54
C 2.07 1.15 0.20
C 1.92 0.05 1.17
Ga 0.20 -1.00 0.95
Cl -0.10 -2.20 2.84
C 0.36 -2.36 -0.55
C 0.14 -1.71 -1.85
O 0.77 -0.76 -2.30
O -0.90 -2.23 -2.57
C -1.48 0.13 0.60
O -2.38 -0.30 -0.08
N -1.60 1.55 1.08
C -2.47 2.31 0.32
O -3.50 2.83 0.65
F -1.98 2.48 -0.92
H 2.10 2.97 -0.29
H 2.22 0.89 -0.85
H 2.00 0.44 2.18
H 2.73 -0.67 1.02
H 1.37 -2.77 -0.52
H -0.35 -3.16 -0.40
H -1.11 -1.58 -3.25
H -2.00 1.55 2.02

Record 18
16
Properties=species:S:1:pos:R:3 method="wB97M-V/def2-TZVPD" spin_multiplicity=1 e_lumo_ev=0.80 homo_ha=-0.3529 homo_lumo_gap_ev=10.40 relative_energy_kcal_mol=46.2
C -0.97 -0.68 1.27
C -0.38 0.40 0.48
C 0.11 0.12 -0.90
C 1.49 0.83 -0.82
C 1.50 0.63 0.65
Cl 1.94 2.03 1.73
C 2.07 -0.48 1.37
N 2.49 -1.31 2.02
H -0.46 -1.70 0.84
H -2.14 -0.63 1.15
H -0.88 -0.63 2.34
H -0.71 1.36 0.69
H -0.49 0.47 -1.85
H 0.18 -0.97 -1.10
H 2.36 0.57 -1.39
H 1.19 1.80 -1.00

Record 19
17
Properties=species:S:1:pos:R:3 method="wB97M-V/def2-TZVPD" spin_multiplicity=1 e_lumo_ev="-4.65 / -4.00" homo_ha="-0.4480 / -0.4554" homo_lumo_gap_ev="7.54 / 8.39" charge=+1 relative_energy_kcal_mol=67.1
C -1.55 1.09 -0.16
C -0.32 1.67 -0.09
C -0.07 -0.50 0.10
C 1.92 0.89 0.00
C 3.36 -0.69 0.11
C -2.45 -1.21 0.03
N -1.38 -0.25 -0.02
N 0.61 0.65 0.06
Cl 4.90 -0.20 0.04
H -2.51 1.54 -0.30
H -0.04 2.70 -0.17
H 0.37 -1.47 0.25
H 2.36 1.78 0.40
H 3.02 -1.61 -0.35
H -2.05 -2.21 0.17
H -3.13 -0.98 0.85
H -3.02 -1.18 -0.91

Record 20
20
Properties=species:S:1:pos:R:3 method="wB97M-V/def2-TZVPD" spin_multiplicity=1 e_lumo_ev="-0.09 / -2.78" homo_ha="-0.3786 / -0.2642" homo_lumo_gap_ev="10.21 / 4.41" relative_energy_kcal_mol=142.5
C 3.54 1.89 -0.67
C -1.26 -1.05 -0.44
C 0.42 0.60 0.52
C 2.56 1.07 -0.20
C -0.41 -2.11 -0.89
C -0.52 0.30 -0.65
N 4.28 2.58 -1.21
N 1.37 1.54 0.13
N 0.61 -2.63 -0.14
O 1.20 -3.58 -0.65
O 0.93 -2.08 0.94
Cl -1.80 1.60 -1.06
H -2.27 -1.02 -1.12
H -1.46 -1.16 0.62
H -0.14 1.09 1.30
H 0.85 -0.23 0.97
H 2.62 0.00 -0.20
H -0.23 -2.68 -1.85
H 0.03 0.12 -1.66
H 1.19 2.48 0.05